(1)
This record from the OMol25 dataset describes a molecular structure, C13H29F9INbO4PS at a distorted geometry. The level of theory is wB97M-V/def2-TZVPD.

XYZ file:
```
59
Properties=species:S:1:pos:R:3:forces:R:3:lowdin_charge:R:1
C -7.268166 -1.450985 2.762623 0.011 -0.079 0.328 -0.19
C -5.762561 -1.116765 2.803146 -0.543 -0.148 -0.623 -0.47
C -5.158231 -0.682033 1.450287 0.590 0.931 1.026 -1.00
I -5.772894 -1.936129 -0.205892 0.130 0.208 0.182 0.56
Nb -2.853756 -0.491738 1.627157 0.830 -0.395 -0.802 1.20
C -0.641589 -0.083766 1.929911 -0.868 1.234 0.409 -0.40
C -0.095595 1.303179 1.512843 0.281 -0.233 -0.107 -0.21
C -0.108185 2.325949 2.655376 0.597 -1.409 -0.382 -0.48
F -1.128826 2.174788 3.509930 -0.101 0.607 -0.014 0.08
F 1.025810 2.055542 3.400149 -0.035 0.358 0.150 0.08
C 0.090354 3.803145 2.188913 0.209 -0.110 0.391 -0.43
F 0.920243 3.796099 1.135227 -0.004 0.014 0.141 0.11
F 0.690773 4.503874 3.163058 -0.266 -0.020 -0.021 0.12
S -1.474887 4.755401 1.703139 0.175 1.550 -0.663 0.78
F -0.741146 6.152260 2.026562 0.002 -0.149 0.014 -0.16
F -0.958015 4.932191 0.199131 -0.205 -0.404 0.005 -0.15
F -2.240434 3.450295 1.318745 0.054 -0.196 0.172 -0.14
F -2.002450 4.746219 3.189952 -0.031 -0.531 0.022 -0.12
F -2.762444 5.589656 1.284913 -0.002 -0.060 0.185 -0.13
H -7.784655 -1.139310 3.677135 0.148 -0.024 0.046 0.05
H -7.777257 -0.955376 1.934186 0.075 -0.056 -0.047 0.04
H -7.411824 -2.529690 2.675854 -0.121 0.067 -0.212 0.05
H -5.190266 -1.958094 3.190784 -0.141 -0.008 0.175 0.05
H -5.621120 -0.272621 3.483181 0.275 -0.040 -0.046 0.08
H -5.517641 0.336132 1.274075 -0.344 -0.269 -0.590 -0.02
H -2.772473 0.000390 -0.142327 -0.159 -0.071 -0.422 -0.14
H -3.180967 1.216927 2.226741 -0.257 -0.094 0.505 -0.11
H -3.051776 -1.084492 3.365964 -0.111 -0.245 0.010 -0.13
H -2.590296 -2.257611 1.182119 0.008 -0.408 0.454 -0.16
H -0.479562 -0.158322 3.013157 -0.021 -0.350 -0.055 0.03
H -0.099190 -0.902061 1.449777 0.015 0.120 -0.139 0.02
H 0.969467 1.189873 1.287286 -0.044 0.281 -0.198 0.11
H -0.567825 1.718958 0.621301 -0.118 -0.105 0.047 0.09
O 1.539831 -0.611093 -1.643890 -2.099 -1.789 -1.935 -0.20
P 2.501166 -1.124651 -2.650115 5.592 2.784 1.962 0.58
O 3.562870 -2.017568 -1.777895 -0.530 -0.090 -0.597 -0.21
C 3.047247 -3.032747 -0.913177 -0.205 -0.257 0.287 -0.28
C 2.599084 -4.264442 -1.681005 0.162 -0.004 -0.092 -0.08
O 3.396558 0.227089 -2.922516 -0.273 -0.301 -0.405 -0.23
C 2.853864 1.525116 -2.657447 0.008 0.136 0.317 -0.28
C 3.345304 2.051926 -1.323385 0.212 0.054 0.037 -0.07
O 2.863473 -1.730008 -4.111099 -2.762 -0.409 0.675 -0.21
C 4.222607 -1.834259 -4.555293 0.597 -0.295 -0.377 -0.27
C 4.735923 -3.256851 -4.459474 -0.028 -0.143 0.288 -0.08
H 2.224194 -2.638400 -0.314110 0.001 0.132 -0.097 0.11
H 3.849636 -3.296504 -0.223555 0.085 0.114 -0.077 0.12
H 1.901190 -4.002743 -2.479975 -0.091 -0.013 0.096 0.08
H 2.113975 -4.974781 -1.010888 -0.043 0.047 0.005 0.08
H 3.451364 -4.762309 -2.145220 -0.009 -0.003 -0.012 0.06
H 1.765811 1.502769 -2.692230 -0.001 -0.105 0.094 0.11
H 3.187303 2.182808 -3.462814 0.082 -0.122 -0.059 0.11
H 3.257829 1.300581 -0.539369 -0.214 -0.036 -0.051 0.07
H 2.781628 2.937024 -1.024313 -0.001 -0.004 -0.009 0.07
H 4.401514 2.321932 -1.388622 -0.010 0.019 -0.007 0.07
H 4.881573 -1.154641 -4.021983 -0.208 0.094 0.151 0.11
H 4.215385 -1.525296 -5.601897 -0.211 0.077 0.051 0.12
H 5.014071 -3.506275 -3.436679 -0.047 0.045 0.026 0.06
H 5.626939 -3.376676 -5.078983 -0.060 0.052 -0.069 0.08
H 3.977041 -3.971889 -4.778467 0.025 0.049 -0.144 0.08
```
Positions in Å, forces in eV/Å.

Computed properties:
LUMO level (eV): 2.053
Kohn-Sham gap (Eh): 0.245
Molecular weight (Da): 703.2
Total charge: -1
HOMO level (eV): -4.6



(2)
This record from the OMol25 dataset describes 6 unconnected molecules or ions with the total composition C43H38ClF43O10S at a distorted geometry. The level of theory is wB97M-V/def2-TZVPD.

XYZ file:
```
136
Properties=species:S:1:pos:R:3:forces:R:3:lowdin_charge:R:1
C 10.484394 -2.112677 -0.950267 0.231 -0.230 -0.049 -0.10
C 9.471973 -2.464078 -2.039009 0.274 0.818 -0.042 -0.22
C 8.082506 -1.906073 -1.753297 0.637 -0.719 -0.661 -0.24
O 8.098505 -0.549095 -2.157578 -0.089 0.311 0.314 -0.18
C 6.879760 0.096792 -1.931633 0.060 -0.050 0.107 -0.17
C 5.687464 -0.422588 -2.722305 1.571 0.346 0.767 -0.20
C 4.510162 -0.452291 -2.073511 -0.398 0.630 2.165 0.04
C 3.361508 -0.851936 -2.653273 -1.639 -0.130 0.137 -0.07
C 3.374837 -1.232593 -3.966312 -1.469 -0.542 -0.728 -0.05
C 4.564991 -1.237958 -4.652958 -0.577 -0.868 -1.120 -0.19
S 4.584070 -1.779027 -6.352954 0.900 1.148 -1.034 0.64
O 5.858551 -2.222300 -6.760221 0.315 -0.969 0.277 -0.29
O 3.968249 -0.793166 -7.148518 -0.734 0.298 -0.064 -0.21
F 3.678985 -3.049478 -6.319520 -0.155 -0.171 0.378 -0.12
C 5.711817 -0.828526 -4.024724 1.506 0.009 -1.162 -0.52
Cl 7.206098 -0.763925 -4.879099 0.199 0.288 0.093 0.88
C 2.028800 -1.611537 -4.551344 -0.936 0.171 -1.203 -0.24
O 1.667500 -1.363401 -5.693921 0.635 -0.273 1.417 0.13
C 1.063442 -2.286261 -3.616430 0.678 -0.258 0.224 -0.06
C 0.093318 -3.301586 -4.143754 -0.058 0.375 -0.854 -0.07
C 0.514089 -3.997706 -5.444714 -0.497 0.523 -0.330 -0.18
F 0.161864 -5.334043 -5.375266 0.177 -0.280 0.148 -0.04
C 1.089511 -1.899734 -2.342637 0.412 -0.289 1.134 -0.04
C 0.142817 -2.441253 -1.306239 -1.404 1.099 -0.431 -0.30
C -1.168179 -1.659697 -1.394940 -0.428 0.159 0.192 0.01
F 0.627012 -2.279415 -0.013133 0.394 -0.456 0.107 -0.01
C 2.075649 -0.883836 -1.877595 0.040 0.823 0.636 -0.23
O 1.884991 -0.136108 -0.924915 0.254 -0.875 -1.080 0.13
H 10.542587 -2.876973 -0.177528 -0.092 0.009 0.131 0.07
H 11.480942 -2.008931 -1.375637 0.099 -0.098 0.007 0.07
H 10.258511 -1.155553 -0.483676 -0.150 0.047 0.013 0.07
H 9.802303 -1.954447 -2.945278 -0.125 -0.108 -0.211 0.11
H 9.448394 -3.524332 -2.281532 -0.073 -0.103 0.243 0.11
H 7.845926 -2.024356 -0.691003 -0.298 0.143 0.018 0.13
H 7.385387 -2.470346 -2.383210 -0.359 0.064 0.240 0.11
H 6.643975 0.030292 -0.862875 -0.246 -0.028 -0.022 0.13
H 6.972978 1.161864 -2.148469 0.379 -0.005 -0.186 0.14
H 4.479449 -0.145164 -1.035982 -0.063 0.019 0.098 0.15
H -0.145532 -4.081300 -3.425304 0.172 0.042 0.250 0.12
H -0.838348 -2.771015 -4.353730 -0.160 -0.065 0.136 0.13
H 1.564989 -3.890959 -5.694674 0.135 -0.336 0.237 0.10
H -0.047235 -3.578251 -6.278056 0.078 0.036 -0.086 0.13
H -0.078303 -3.489344 -1.438834 0.339 -0.188 -0.138 0.12
H -2.010558 -2.205845 -0.969803 0.092 -0.114 0.054 0.09
H -1.427646 -1.401782 -2.419603 0.039 -0.128 -0.109 0.07
H -1.087368 -0.720664 -0.847970 0.209 0.033 -0.004 0.08
F -6.376511 1.374617 -2.028486 0.175 -0.175 -0.206 0.10
C -6.425640 2.698322 -2.272847 -0.167 0.300 0.382 -0.31
F -7.721852 3.073772 -2.201577 0.040 0.059 -0.137 0.10
C -5.876284 3.055733 -3.659288 -0.025 -0.469 -0.558 -0.44
F -6.661785 2.533600 -4.626051 -0.053 -0.101 0.105 0.13
F -5.980904 4.410718 -3.759534 0.126 0.070 0.228 0.11
C -4.402901 2.718568 -3.966555 0.610 0.238 -0.067 -0.03
O -4.103867 1.535013 -4.707636 -0.750 -0.356 0.195 0.04
C -3.966295 0.302319 -4.104895 0.493 1.186 0.136 -0.53
F -3.908388 0.426187 -2.765899 -0.221 -0.256 0.059 0.14
F -2.759088 -0.179939 -4.493508 -0.078 -0.271 -0.075 0.13
C -5.033530 -0.696242 -4.562669 -0.177 -0.296 -0.222 -0.29
F -6.271741 -0.240222 -4.314859 0.040 0.158 0.147 0.11
F -4.872850 -1.859575 -3.886961 0.147 0.048 0.027 0.09
H -5.870175 3.224724 -1.490852 0.042 0.000 -0.070 0.16
H -4.071931 3.515908 -4.630421 -0.107 -0.028 -0.066 0.15
H -3.777186 2.802886 -3.078278 -0.171 -0.174 0.170 0.15
H -4.938890 -0.886103 -5.633935 0.116 0.039 0.014 0.18
F -0.021341 1.987878 4.444980 0.040 -0.212 0.099 0.10
C -0.654823 1.855648 3.268270 0.014 0.335 -0.250 -0.30
F -1.892018 2.401906 3.406306 -0.113 0.010 -0.006 0.08
C -0.814572 0.396379 2.837638 0.039 -0.681 0.432 -0.43
F -1.626508 -0.254286 3.700371 -0.013 0.132 0.095 0.13
F -1.471951 0.436196 1.641088 0.098 0.235 -0.108 0.10
C 0.454298 -0.439938 2.594044 0.428 -0.250 -0.423 -0.03
O 0.907662 -1.316521 3.623569 -0.402 0.463 0.541 0.05
C 1.724965 -0.882124 4.649006 0.105 -0.014 -0.943 -0.53
F 2.199611 0.355883 4.408352 -0.160 0.051 0.188 0.15
F 2.793378 -1.707558 4.670502 -0.020 -0.049 0.155 0.15
C 1.045027 -0.987499 6.018069 -0.105 -0.151 0.367 -0.29
F -0.099936 -0.279811 6.053020 0.001 0.125 -0.175 0.10
F 1.869940 -0.490696 6.967079 0.081 -0.016 -0.114 0.10
H -0.111887 2.427171 2.510362 -0.006 -0.083 -0.057 0.17
H 0.181648 -1.116107 1.787497 -0.073 0.001 0.053 0.12
H 1.268118 0.165628 2.195078 -0.031 0.191 0.167 0.15
H 0.817825 -2.030447 6.248173 0.074 -0.024 -0.085 0.18
F 3.969565 -7.647585 1.520988 -0.233 0.189 -0.065 0.10
C 5.089788 -7.375315 0.829142 0.309 -0.330 0.033 -0.31
F 6.118790 -7.379616 1.706927 0.039 0.120 -0.084 0.10
C 5.029839 -6.009614 0.136417 -0.406 0.596 0.247 -0.44
F 4.984481 -5.018298 1.052318 -0.039 -0.114 0.089 0.13
F 6.216129 -5.876818 -0.524298 0.013 -0.228 -0.133 0.10
C 3.928654 -5.777017 -0.917016 -0.184 0.037 -0.641 -0.03
O 2.747533 -5.074811 -0.534626 0.129 -0.137 0.769 0.04
C 1.661533 -5.709585 0.039271 0.636 -0.177 -0.841 -0.52
F 1.777751 -7.045292 -0.049147 -0.017 0.034 0.266 0.16
F 0.585734 -5.367032 -0.713466 -0.131 -0.116 0.183 0.13
C 1.387552 -5.231029 1.469642 -0.169 0.305 0.322 -0.28
F 2.455501 -5.426981 2.262539 0.147 -0.154 -0.118 0.11
F 0.350834 -5.933286 1.982165 -0.012 -0.043 -0.153 0.10
H 5.257350 -8.170333 0.096867 -0.016 0.052 -0.055 0.17
H 4.387334 -5.112353 -1.648442 0.039 0.064 0.093 0.14
H 3.692221 -6.689751 -1.463803 -0.039 -0.166 0.242 0.15
H 1.140066 -4.167346 1.470891 -0.014 -0.022 -0.130 0.16
F -3.943200 6.136616 3.494485 0.185 0.232 -0.075 0.09
C -3.532347 5.364292 4.520988 -0.305 -0.536 -0.019 -0.31
F -4.598208 5.191115 5.336410 0.127 0.044 0.134 0.10
C -2.383161 5.997174 5.309782 0.099 0.798 0.072 -0.44
F -2.797347 7.129212 5.920395 -0.123 -0.016 -0.093 0.13
F -2.076437 5.109284 6.296649 0.011 -0.222 -0.173 0.11
C -1.064629 6.281420 4.563207 0.657 -0.211 -0.099 -0.03
O -0.808371 7.601189 4.089274 -0.815 0.123 -0.024 0.05
C -1.264562 8.043024 2.863112 0.560 -0.718 0.281 -0.53
F -1.742336 7.026602 2.119716 -0.208 0.110 0.034 0.15
F -0.190466 8.530508 2.202328 -0.065 0.152 -0.022 0.14
C -2.270937 9.191272 2.995843 -0.154 0.380 0.021 -0.29
F -3.331992 8.832899 3.739996 0.003 -0.214 0.021 0.10
F -2.721531 9.535306 1.767150 0.121 -0.081 -0.027 0.10
H -3.236744 4.387024 4.130189 0.069 0.029 0.003 0.15
H -0.289209 6.130942 5.313269 -0.073 0.065 0.072 0.15
H -0.870767 5.535940 3.791767 -0.274 0.017 -0.119 0.14
H -1.795970 10.057773 3.460600 0.104 -0.054 -0.033 0.18
F -8.509469 1.169143 2.685421 0.148 0.213 -0.070 0.10
C -7.939089 0.483812 3.692582 -0.194 -0.389 0.070 -0.31
F -8.893492 0.271239 4.627807 0.117 0.029 0.082 0.10
C -6.773085 1.245700 4.332315 0.081 0.779 0.054 -0.44
F -7.219867 2.366723 4.936266 -0.125 -0.032 -0.089 0.14
F -6.297432 0.432275 5.318141 0.022 -0.235 -0.156 0.11
C -5.559633 1.594615 3.447247 0.684 -0.171 -0.102 -0.03
O -5.461619 2.908468 2.896237 -0.831 0.024 -0.025 0.03
C -6.089584 3.236024 1.710076 0.588 -0.719 0.401 -0.53
F -6.553202 2.140286 1.079424 -0.192 0.146 0.013 0.15
F -5.137854 3.762284 0.901356 -0.018 0.215 -0.099 0.13
C -7.171775 4.303680 1.900829 -0.181 0.437 0.050 -0.28
F -8.105381 3.903305 2.780579 0.055 -0.206 -0.001 0.11
F -7.784235 4.532516 0.715818 0.149 -0.084 -0.066 0.10
H -7.603032 -0.486633 3.316063 0.069 0.027 0.008 0.17
H -4.703331 1.541822 4.119022 -0.074 0.060 0.080 0.14
H -5.379843 0.831001 2.690788 -0.258 0.000 -0.098 0.15
H -6.725270 5.232825 2.262588 0.111 -0.047 -0.036 0.18
```
Positions in Å, forces in eV/Å.

Computed properties:
LUMO level (eV): -1.839
Kohn-Sham gap (Eh): 0.316
Molecular weight (Da): 1599.2
HOMO level (eV): -10.4
SMILES: CCCOCc1cc2c(c(S(=O)(=O)F)c1Cl)C(=O)C(CCF)=C([C@H](C)F)C2=O.FC(F)C(F)(F)COC(F)(F)C(F)F.FC(F)C(F)(F)COC(F)(F)C(F)F.FC(F)C(F)(F)COC(F)(F)C(F)F.FC(F)C(F)(F)COC(F)(F)C(F)F.FC(F)C(F)(F)COC(F)(F)C(F)F